1.
A structure of composition C19H23CeF5NOP at a distorted geometry, computed with wB97M-V/def2-TZVPD.

Each line ends with the Mulliken charge.
Cartesian coordinates (Å):
C: 0.748 3.067 -2.750  -0.757
C: -0.528 2.560 -2.521  -0.949
C: -0.696 1.458 -1.681  0.395
C: 0.409 0.858 -1.061  0.878
C: 1.691 1.333 -1.342  0.038
C: 1.862 2.463 -2.155  -0.768
C: -2.077 0.889 -1.429  -1.581
C: -1.985 -0.654 -1.143  0.452
N: -2.287 -1.581 -2.132  0.004
Ce: -0.497 -0.621 0.674  0.663
C: 2.868 0.623 -0.732  -1.287
P: 2.243 -1.012 -0.087  0.516
H: -1.418 2.998 -2.984  0.486
H: 2.867 2.851 -2.314  0.534
H: 0.881 3.931 -3.397  0.439
H: 3.279 1.169 0.135  0.508
H: 3.687 0.431 -1.444  0.643
H: -2.548 1.383 -0.553  0.443
H: -2.755 1.055 -2.282  0.585
H: -0.845 -0.931 -1.274  -0.027
C: 3.766 -1.624 0.668  -1.023
C: 2.239 -1.914 -1.681  -1.302
H: -2.531 -0.973 -0.199  0.321
C: -1.603 -1.432 -3.388  -0.699
C: -2.952 -2.826 -1.857  -0.893
H: 0.803 -1.890 1.807  0.049
H: -2.161 -2.033 -4.125  0.378
H: -1.578 -0.372 -3.663  0.285
H: -0.549 -1.778 -3.366  0.259
H: -3.319 -3.185 -2.830  0.326
H: -2.319 -3.618 -1.410  0.286
H: -3.783 -2.654 -1.160  0.364
H: 3.239 -1.822 -2.126  0.453
H: 2.012 -2.969 -1.481  0.432
H: 1.491 -1.515 -2.377  0.298
H: 4.603 -1.538 -0.039  0.400
H: 3.974 -1.035 1.570  0.405
H: 3.613 -2.673 0.951  0.428
H: -0.030 -2.590 1.533  0.287
F: -0.847 1.407 7.211  -0.250
C: -0.837 1.371 5.860  0.548
C: -0.440 2.503 5.141  0.338
F: -0.093 3.628 5.803  -0.237
C: -0.407 2.493 3.757  0.112
F: -0.011 3.581 3.060  -0.253
C: -0.791 1.328 3.065  -0.160
O: -0.757 1.293 1.740  -0.347
C: -1.203 0.203 3.814  0.670
F: -1.618 -0.942 3.113  -0.396
C: -1.221 0.203 5.195  -0.040
F: -1.588 -0.898 5.885  -0.255

Calculated values
- Calculated total energy: -2182.754730 a.u.
- LUMO (alpha / beta): -0.336 / -0.336 hartree
- Molar mass: 547.48 g mol⁻¹
- HOMO (alpha / beta): -14.594 / -14.594 eV
- Net charge: +2

2.
A structure of composition C19H23F5NPPb at a distorted geometry, computed with wB97M-V/def2-TZVPD.

Each line ends with the Mulliken charge.
Cartesian coordinates (Å):
C: 0.861 2.644 -2.519  -0.974
C: -0.425 2.245 -2.177  -0.762
C: -0.637 1.237 -1.215  0.620
C: 0.428 0.568 -0.594  0.372
C: 1.728 0.987 -0.952  0.988
C: 1.935 2.032 -1.874  -0.685
C: -2.099 0.923 -1.000  -1.088
C: -2.546 -0.547 -0.804  -1.531
N: -1.625 -1.659 -1.216  0.248
Pb: -0.205 -1.095 0.902  0.670
C: 2.955 0.370 -0.322  -1.492
P: 2.683 -1.417 0.139  0.536
H: -1.298 2.668 -2.678  0.347
H: 2.960 2.349 -2.078  0.410
H: 1.013 3.423 -3.269  0.366
H: 3.232 0.877 0.625  0.443
H: 3.836 0.411 -0.986  0.557
H: -2.442 1.486 -0.113  0.357
H: -2.688 1.338 -1.842  0.321
H: -2.768 -0.684 0.265  0.635
C: 4.329 -1.800 0.848  -1.205
C: 2.800 -2.210 -1.512  -1.178
H: -3.527 -0.722 -1.305  0.652
C: -0.932 -1.410 -2.511  -0.742
C: -2.448 -2.895 -1.366  -1.067
H: 0.481 -2.652 4.155  0.066
H: -1.231 -2.176 -3.241  0.453
H: -1.173 -0.408 -2.893  0.326
H: 0.151 -1.509 -2.383  -0.017
H: -2.509 -3.117 -2.440  0.323
H: -1.980 -3.758 -0.888  0.307
H: -3.465 -2.748 -0.978  0.372
H: 3.832 -2.159 -1.892  0.379
H: 2.503 -3.260 -1.387  0.357
H: 2.122 -1.743 -2.238  0.242
H: 5.132 -1.607 0.120  0.350
H: 4.484 -1.188 1.748  0.350
H: 4.330 -2.855 1.139  0.395
H: 0.048 -3.123 3.722  -0.069
F: -2.788 -0.479 2.811  -0.381
C: -2.120 0.714 2.899  0.503
C: -0.905 0.877 2.263  -1.033
C: -0.301 2.115 2.432  0.757
F: 0.901 2.399 1.867  -0.323
C: -0.885 3.150 3.183  -0.037
F: -0.247 4.326 3.340  -0.314
C: -2.125 2.952 3.789  0.740
F: -2.689 3.926 4.530  -0.303
C: -2.749 1.717 3.651  0.078
F: -3.936 1.488 4.246  -0.319

Calculated values
- Calculated total energy: -1825.943652 a.u.
- Energy relative to the best compared isomer or geometry (same formula, charge and spin): 0.00 kJ/mol
- LUMO: 0.013 hartree
- Molar mass: 598.56 g mol⁻¹
- HOMO: -7.874 eV

3.
A structure of composition C19H23F6N4NiSb at a distorted geometry, computed with wB97M-V/def2-TZVPD.

Each line ends with the Mulliken charge.
Cartesian coordinates (Å):
Ni: 0.310 -0.055 -0.077  0.332
C: -1.135 -1.627 1.897  -0.675
C: -0.721 -2.608 0.806  -0.934
N: -0.638 -1.904 -0.482  -0.188
C: -1.935 -1.695 -1.151  -1.191
C: -2.452 -0.309 -0.898  0.432
C: -3.726 0.102 -1.238  -0.952
C: -4.062 1.435 -1.062  -0.610
C: -3.120 2.324 -0.566  -1.013
C: -1.866 1.847 -0.245  0.526
C: -0.733 2.727 0.195  -1.212
N: 0.401 1.920 0.686  -0.177
C: 0.463 1.779 2.149  -0.928
C: -0.512 0.701 2.605  -0.690
N: -0.151 -0.539 1.908  -0.122
N: -1.569 0.552 -0.385  1.343
H: -2.118 -1.206 1.683  0.318
H: -1.186 -2.136 2.861  0.556
H: 0.269 -3.004 1.035  0.471
H: -1.422 -3.443 0.763  0.458
H: -0.022 -2.409 -1.109  0.409
H: -1.802 -1.792 -2.229  0.514
H: -2.663 -2.445 -0.834  0.458
H: -4.428 -0.605 -1.660  0.548
H: -5.049 1.785 -1.331  0.456
H: -3.345 3.377 -0.456  0.553
H: -0.413 3.293 -0.679  0.499
H: -1.063 3.439 0.955  0.464
H: 1.264 2.333 0.349  0.421
H: 1.478 1.478 2.410  0.453
H: 0.245 2.723 2.652  0.468
H: -0.463 0.586 3.688  0.561
H: -1.535 0.966 2.337  0.322
H: 0.718 -0.891 2.302  0.418
C: 2.104 -0.606 0.174  -0.460
C: 3.266 -0.900 0.026  0.508
C: 4.649 -1.244 -0.065  0.244
C: 5.118 -2.030 -1.120  -0.509
C: 6.454 -2.386 -1.176  -0.496
C: 7.332 -1.962 -0.189  -0.460
C: 6.876 -1.169 0.855  -0.519
C: 5.543 -0.809 0.920  -0.463
H: 4.426 -2.344 -1.891  0.436
H: 6.814 -2.996 -1.994  0.392
H: 8.375 -2.247 -0.235  0.393
H: 7.564 -0.829 1.619  0.391
H: 5.171 -0.185 1.723  0.394
F: 0.668 0.367 -1.952  -0.796
Sb: 0.166 1.094 -3.765  2.328
F: 0.928 -0.490 -4.411  -0.528
F: 1.808 1.984 -3.684  -0.515
F: -1.458 0.145 -3.476  -0.564
F: -0.614 2.507 -2.761  -0.565
F: -0.354 1.760 -5.417  -0.498

Calculated values
- Spin multiplicity: 2
- Calculated total energy: -3304.481209 a.u.
- Energy relative to the best compared isomer or geometry (same formula, charge and spin): 25.72 kJ/mol
- LUMO (alpha / beta): -0.202 / -0.161 hartree
- Molar mass: 601.86 g mol⁻¹
- HOMO (alpha / beta): -11.111 / -11.130 eV
- Net charge: +1

4.
An isolated molecule of C19H23FN4O2, computed with wB97M-V/def2-TZVPD.

Each line ends with the Mulliken charge.
Cartesian coordinates (Å):
C: -3.550 -2.914 1.071  -1.315
C: -3.251 -1.418 1.121  -0.387
N: -2.629 -0.970 -0.095  1.200
C: -1.325 -1.065 -0.413  -0.601
C: -1.181 -0.559 -1.690  0.574
C: 0.069 -0.433 -2.496  -1.043
N: 1.203 -0.119 -1.653  0.175
C: 2.331 -0.852 -1.644  0.299
O: 2.518 -1.788 -2.395  -0.712
C: 3.404 -0.453 -0.622  0.384
C: 3.583 -1.606 0.368  -1.246
C: 2.282 -1.804 1.132  -0.474
C: 1.607 -0.535 1.616  0.650
O: 0.683 -0.587 2.411  -0.656
N: 2.024 0.647 1.105  0.136
C: 1.399 1.866 1.609  -1.944
C: 0.125 2.190 0.868  0.693
C: -1.110 1.772 1.350  -0.155
C: -2.276 2.053 0.662  -0.572
C: -2.233 2.744 -0.536  -0.519
C: -1.018 3.173 -1.041  -0.633
C: 0.133 2.896 -0.330  0.599
F: 1.318 3.338 -0.827  -0.438
C: 3.135 0.810 0.185  -0.860
C: -2.484 -0.184 -2.052  -1.245
N: -3.340 -0.443 -1.083  -1.088
H: -4.204 -3.135 0.231  0.341
H: -4.039 -3.227 1.989  0.428
H: -2.629 -3.481 0.955  0.307
H: -2.580 -1.194 1.955  0.227
H: -4.180 -0.856 1.236  0.368
H: -0.613 -1.455 0.283  0.708
H: -0.061 0.349 -3.254  0.362
H: 0.310 -1.371 -3.007  0.491
H: 1.050 0.605 -0.970  -0.281
H: 4.329 -0.317 -1.191  0.498
H: 3.838 -2.520 -0.168  0.472
H: 4.398 -1.371 1.056  0.394
H: 1.559 -2.314 0.487  0.166
H: 2.428 -2.443 2.005  0.549
H: 1.161 1.707 2.664  0.632
H: 2.117 2.683 1.515  0.535
H: -1.136 1.215 2.274  0.326
H: -3.226 1.729 1.058  0.385
H: -3.143 2.949 -1.078  0.428
H: -0.949 3.720 -1.968  0.475
H: 4.041 1.060 0.757  0.519
H: 2.929 1.654 -0.479  0.303
H: -2.819 0.255 -2.971  0.543

Calculated values
- Calculated total energy: -1207.236139 a.u.
- SMILES: CCn1cc(CNC(=O)[C@@H]2CCC(=O)N(Cc3ccccc3F)C2)cn1
- Energy relative to the best compared isomer or geometry (same formula, charge and spin): 70.80 kJ/mol
- LUMO: 0.027 hartree
- Molar mass: 358.42 g mol⁻¹
- HOMO: -8.847 eV

The highest calculated total energy belongs to which entry?
C19H23FN4O2

Please write out number 2 again, unchanged.
A structure of composition C19H23F5NPPb at a distorted geometry, computed with wB97M-V/def2-TZVPD.

Each line ends with the Mulliken charge.
Cartesian coordinates (Å):
C: 0.861 2.644 -2.519  -0.974
C: -0.425 2.245 -2.177  -0.762
C: -0.637 1.237 -1.215  0.620
C: 0.428 0.568 -0.594  0.372
C: 1.728 0.987 -0.952  0.988
C: 1.935 2.032 -1.874  -0.685
C: -2.099 0.923 -1.000  -1.088
C: -2.546 -0.547 -0.804  -1.531
N: -1.625 -1.659 -1.216  0.248
Pb: -0.205 -1.095 0.902  0.670
C: 2.955 0.370 -0.322  -1.492
P: 2.683 -1.417 0.139  0.536
H: -1.298 2.668 -2.678  0.347
H: 2.960 2.349 -2.078  0.410
H: 1.013 3.423 -3.269  0.366
H: 3.232 0.877 0.625  0.443
H: 3.836 0.411 -0.986  0.557
H: -2.442 1.486 -0.113  0.357
H: -2.688 1.338 -1.842  0.321
H: -2.768 -0.684 0.265  0.635
C: 4.329 -1.800 0.848  -1.205
C: 2.800 -2.210 -1.512  -1.178
H: -3.527 -0.722 -1.305  0.652
C: -0.932 -1.410 -2.511  -0.742
C: -2.448 -2.895 -1.366  -1.067
H: 0.481 -2.652 4.155  0.066
H: -1.231 -2.176 -3.241  0.453
H: -1.173 -0.408 -2.893  0.326
H: 0.151 -1.509 -2.383  -0.017
H: -2.509 -3.117 -2.440  0.323
H: -1.980 -3.758 -0.888  0.307
H: -3.465 -2.748 -0.978  0.372
H: 3.832 -2.159 -1.892  0.379
H: 2.503 -3.260 -1.387  0.357
H: 2.122 -1.743 -2.238  0.242
H: 5.132 -1.607 0.120  0.350
H: 4.484 -1.188 1.748  0.350
H: 4.330 -2.855 1.139  0.395
H: 0.048 -3.123 3.722  -0.069
F: -2.788 -0.479 2.811  -0.381
C: -2.120 0.714 2.899  0.503
C: -0.905 0.877 2.263  -1.033
C: -0.301 2.115 2.432  0.757
F: 0.901 2.399 1.867  -0.323
C: -0.885 3.150 3.183  -0.037
F: -0.247 4.326 3.340  -0.314
C: -2.125 2.952 3.789  0.740
F: -2.689 3.926 4.530  -0.303
C: -2.749 1.717 3.651  0.078
F: -3.936 1.488 4.246  -0.319

Calculated values
- Calculated total energy: -1825.943652 a.u.
- Energy relative to the best compared isomer or geometry (same formula, charge and spin): 0.00 kJ/mol
- LUMO: 0.013 hartree
- Molar mass: 598.56 g mol⁻¹
- HOMO: -7.874 eV